16
Properties=species:S:1:pos:R:3:forces:R:3 method="wB97M-V/def2-TZVPD" homo_lumo_gap_ha="0.196 / 0.215" charge=+2
C -0.97900 0.89081 0.01344 -0.99 0.55 0.18
C 0.53311 0.92237 -0.07384 0.78 0.48 -0.70
O 0.96373 -0.44133 0.21134 0.91 -0.67 -0.88
O -1.39328 -0.46473 0.04606 1.49 -1.79 0.30
H -1.38588 1.38074 -0.88045 -0.06 0.06 0.31
H -1.31073 1.40634 0.92717 -0.02 -0.13 -0.36
H 0.97775 1.57912 0.68017 -0.06 -0.12 -0.25
H 0.86710 1.17481 -1.08698 -0.01 0.04 0.37
H -0.26779 -1.00197 0.17869 -2.94 0.95 -0.30
C 2.27919 -0.80622 -0.01836 -2.28 -1.27 4.84
O 2.74268 -1.71683 0.67013 -0.35 -0.01 -1.57
O 3.00562 0.10187 -0.50961 -3.87 3.14 -3.92
Tl 4.72361 -0.31531 0.14203 5.94 -1.44 1.93
O -3.97686 0.15806 0.01326 1.41 -1.23 -0.01
O -3.45094 -2.02380 -0.23487 0.51 0.12 0.03
C -3.32831 -0.84394 -0.07819 -0.43 1.30 0.05

***

14
Properties=species:S:1:pos:R:3:forces:R:3 method="wB97M-V/def2-TZVPD" homo_lumo_gap_ha=0.363
C 1.28556 -0.34069 0.74555 0.11 0.13 0.05
C 0.33181 -1.26976 0.66532 0.11 0.16 -0.11
C -0.79826 -0.89235 -0.22552 0.57 0.26 -0.85
C -1.44102 0.43034 0.01596 -0.40 0.15 0.17
C -0.26216 0.53644 -0.87271 0.00 -0.97 -0.22
C 1.06924 0.82007 -0.19803 -0.24 -0.10 -0.03
H 2.17586 -0.42954 1.35587 -0.06 0.02 0.01
H 0.39806 -2.25538 1.13086 -0.16 0.39 0.04
H -1.41221 -1.72146 -0.61769 0.52 0.75 -0.38
H -1.44195 0.83736 1.01823 0.08 0.17 0.14
H -2.37159 0.54193 -0.52785 -0.15 0.12 0.21
H -0.36014 0.99469 -1.86955 -0.34 -0.89 0.34
H 0.89179 1.79740 0.25514 0.50 0.04 0.54
H 1.93500 0.95095 -0.87558 -0.53 -0.22 0.09

***

27
Properties=species:S:1:pos:R:3:forces:R:3 method="wB97M-V/def2-TZVPD" homo_lumo_gap_ha=0.360
N -1.56251 3.98008 -1.79356 -0.14 -0.16 -0.11
C -0.60552 3.06750 -1.17607 0.16 -0.05 0.19
C -0.82439 1.57896 -1.45741 -0.04 -0.02 -0.02
C 0.21567 0.68797 -0.78165 0.08 0.04 0.07
C -0.01011 -0.79648 -1.05610 -0.07 -0.02 -0.02
C 1.07017 -1.68626 -0.42016 -0.06 0.06 0.06
N 2.37519 -1.39304 -0.98395 0.07 -0.18 0.08
C 0.68085 -3.14999 -0.58727 0.21 -0.14 -0.27
O 1.23985 -3.93714 -1.31433 -0.25 0.30 0.30
O -0.39097 -3.48649 0.15725 0.03 -0.16 -0.06
H -1.54913 3.85448 -2.80196 -0.02 0.07 0.08
H -2.50380 3.74085 -1.49265 0.09 0.08 -0.03
H -0.62775 3.24095 -0.09086 0.01 -0.05 -0.18
H 0.39882 3.35737 -1.50871 -0.10 -0.05 0.04
H -1.83329 1.29338 -1.12369 0.13 0.05 -0.03
H -0.80136 1.41303 -2.54413 0.01 0.02 0.11
H 0.19196 0.86010 0.30512 -0.01 -0.03 -0.14
H 1.22379 0.96144 -1.11648 -0.16 -0.02 0.04
H -0.99307 -1.10574 -0.68057 0.13 0.06 -0.05
H -0.01237 -0.97662 -2.14075 0.01 0.01 0.11
H 1.09628 -1.47508 0.65606 -0.03 -0.04 -0.10
H 3.09144 -1.88637 -0.45582 -0.08 0.11 -0.13
H 2.41021 -1.78408 -1.92149 0.06 0.05 0.02
H -0.57375 -4.42065 -0.03765 -0.02 0.11 0.06
S -0.93444 2.03536 4.22462 0.02 -0.01 -0.02
H -0.51756 0.91469 4.83103 0.02 0.06 -0.03
H 0.31076 2.51606 4.09992 -0.04 -0.05 0.03